Model a:
2 unconnected molecules or ions with the total composition C3H7O2S, computed with the ωB97M-V functional and the def2-TZVPD basis.

Summary:
**Orbital gap**: 7.1 eV
**Net charge**: -1
**HOMO energy**: -0.1477 Eh

Last column: Mulliken charge in e.
Cartesian coordinates (Å):
1 C -0.53 -1.08 -1.44  -1.0080
2 C -0.28 -0.86 0.06  -0.3564
3 S -0.80 -2.13 1.31  -0.2574
4 H 0.35 -1.47 -1.96  0.2444
5 H -1.33 -1.80 -1.50  0.3774
6 H -0.88 -0.19 -1.92  0.3004
7 H -1.01 0.02 0.38  0.2246
8 H 0.78 -0.73 0.38  0.3523
9 H -0.26 -3.19 0.56  0.0949
10 O -0.18 2.12 -0.94  -0.6583
11 C 0.79 2.20 -0.08  0.2041
12 O 2.00 2.68 -0.17  -0.6760
13 H 0.71 1.53 0.84  0.1582

---

Model b:
2 unconnected molecules or ions with the total composition C3H7O2S, computed with the ωB97M-V functional and the def2-TZVPD basis.

Summary:
**Orbital gap**: 5.6 eV
**Net charge**: -1
**HOMO energy**: -0.0950 Eh

Last column: Mulliken charge in e.
Cartesian coordinates (Å):
1 O 0.56 -2.94 1.97  -0.5696
2 C -0.04 -1.97 1.57  0.1960
3 C -1.38 -2.04 0.86  -0.3852
4 C -1.75 -0.87 -0.03  -0.6547
5 S -0.64 0.62 -0.10  -0.6815
6 H 0.45 -0.99 1.49  0.2324
7 H -2.11 -2.26 1.64  0.2057
8 H -1.35 -2.99 0.31  0.2441
9 H -2.78 -0.54 0.10  0.2444
10 H -1.71 -1.17 -1.07  0.1685
11 H 4.24 4.96 -2.65  0.3130
12 H 2.92 4.76 -1.93  0.3443
13 O 3.58 5.44 -2.15  -0.6576

---

Which is most stable, and by how much? model a, by 0.0107 hartree.

---

Model a:
2 unconnected molecules or ions with the total composition C3H7O2S, computed with the ωB97M-V functional and the def2-TZVPD basis.

Summary:
**Orbital gap**: 7.1 eV
**Net charge**: -1
**HOMO energy**: -0.1135 Eh

Last column: Mulliken charge in e.
Cartesian coordinates (Å):
1 O 1.86 2.09 -1.50  -0.5433
2 C 1.02 1.25 -1.33  0.0619
3 C -0.48 1.50 -1.28  -0.4585
4 C -1.21 0.18 -0.98  -0.8696
5 S -0.71 -0.46 0.67  -0.5935
6 H 1.25 0.17 -1.29  0.3056
7 H -0.78 2.08 -2.16  0.3557
8 H -0.58 2.15 -0.41  0.1986
9 H -0.83 -0.52 -1.75  0.2305
10 H -2.27 0.35 -1.19  0.3213
11 H 0.03 -3.21 2.20  0.3280
12 H 0.12 -1.99 2.95  0.3090
13 O 0.38 -2.91 3.05  -0.6457

---

Model b:
2 unconnected molecules or ions with the total composition C3H7O2S, computed with the ωB97M-V functional and the def2-TZVPD basis.

Summary:
**Orbital gap**: 7.0 eV
**Net charge**: -1
**HOMO energy**: -0.1104 Eh

Last column: Mulliken charge in e.
Cartesian coordinates (Å):
1 O 0.18 3.22 0.80  -0.5238
2 C 0.05 2.09 0.39  0.0743
3 C 1.21 1.18 -0.08  -0.4345
4 C 0.77 -0.25 -0.45  -0.7455
5 S -0.75 -0.42 -1.41  -0.6526
6 H -0.81 1.50 0.79  0.2692
7 H 2.04 1.11 0.64  0.3365
8 H 1.53 1.68 -1.02  0.1947
9 H 0.73 -0.79 0.53  0.2491
10 H 1.64 -0.59 -1.02  0.2710
11 H -2.34 -2.18 0.39  0.3057
12 H -1.91 -3.42 -0.19  0.3188
13 O -2.35 -3.12 0.61  -0.6628

---

Model c:
2 unconnected molecules or ions with the total composition C3H7O2S, computed with the ωB97M-V functional and the def2-TZVPD basis.

Summary:
**Orbital gap**: 7.8 eV
**Net charge**: -1
**HOMO energy**: -0.1588 Eh

Last column: Mulliken charge in e.
Cartesian coordinates (Å):
1 C 1.36 -1.28 -1.17  -0.9809
2 C 0.99 -0.82 0.24  -0.1783
3 S 1.72 0.76 0.75  -0.3753
4 H 2.34 -0.87 -1.45  0.2650
5 H 0.67 -0.91 -1.94  0.2700
6 H 1.36 -2.36 -1.33  0.3119
7 H -0.06 -0.56 0.14  0.0745
8 H 1.14 -1.61 0.97  0.3056
9 H 0.48 1.40 0.73  0.3143
10 O -3.32 1.11 1.61  -0.6006
11 C -2.50 1.55 0.80  -0.1527
12 O -1.25 1.47 0.70  -0.5149
13 H -2.93 2.14 -0.05  0.2615

---

Which is most stable, and by how much? model c, by 0.0162 hartree.